#one
{"formula": "C2H3N3O", "method": "ωB97M-V/def2-TZVPD", "orbital_gap_ev": 10.61, "total_charge": 0, "spin_multiplicity": 1, "mol_weight_da": 85.07, "smiles": "CN(C#N)N=O", "symbols": ["C", "C", "N", "N", "N", "O", "H", "H", "H"], "xyz": [[-0.09, -1.72, 0.25], [-0.40, 0.64, -0.60], [-0.47, -2.79, 0.14], [1.11, 0.16, 1.20], [0.22, -0.29, 0.33], [1.18, 1.36, 1.22], [0.38, 1.02, -1.11], [-1.07, 0.13, -1.34], [-0.86, 1.49, -0.10]]}

=====

#two
{"formula": "C2H3N3O", "method": "ωB97M-V/def2-TZVPD", "orbital_gap_ev": 9.73, "total_charge": 0, "spin_multiplicity": 1, "mol_weight_da": 85.07, "smiles": "O=c1nc[nH][nH]1", "symbols": ["C", "C", "H", "H", "H", "N", "N", "N", "O"], "xyz": [[-1.21, -0.24, 0.05], [0.90, -0.87, 0.01], [1.74, -1.49, 0.10], [1.70, 1.05, -0.10], [-0.83, 1.84, -0.20], [-0.31, -1.38, 0.04], [0.89, 0.49, -0.04], [-0.48, 0.88, 0.16], [-2.40, -0.27, -0.03]]}

=====

#three
{"formula": "C2H3N3O", "method": "ωB97M-V/def2-TZVPD", "orbital_gap_ev": 9.49, "total_charge": 0, "spin_multiplicity": 1, "mol_weight_da": 85.07, "symbols": ["C", "C", "N", "N", "N", "O", "H", "H", "H"], "xyz": [[-1.86, -0.24, -0.16], [1.36, 1.17, 0.12], [-0.93, -0.94, -0.40], [0.90, 1.02, 1.21], [-0.02, -1.75, -0.60], [1.68, 1.50, -0.95], [-2.78, 0.28, -0.21], [0.84, 0.19, 1.80], [0.81, -1.23, -0.81]]}

=====

#four
{"formula": "C2H3N3O", "method": "ωB97M-V/def2-TZVPD", "orbital_gap_ev": [8.68, 8.68], "total_charge": 0, "spin_multiplicity": 1, "mol_weight_da": 85.07, "symbols": ["C", "C", "N", "O", "N", "N", "H", "H", "H"], "xyz": [[-1.10, 0.01, -0.03], [0.40, 0.01, 0.04], [1.30, -0.93, 0.61], [0.96, -2.09, 0.48], [1.81, 1.86, -0.71], [1.11, 1.05, -0.33], [-1.47, 0.95, -0.46], [-1.52, -0.82, -0.60], [-1.49, -0.05, 0.99]]}

=====

Least stable = #four

=====

#one
{"formula": "C2H3N3O", "method": "ωB97M-V/def2-TZVPD", "orbital_gap_ev": 10.00, "total_charge": 0, "spin_multiplicity": 1, "mol_weight_da": 85.07, "symbols": ["C", "C", "N", "N", "N", "O", "H", "H", "H"], "xyz": [[-1.42, 1.51, -1.68], [2.02, 0.07, 0.63], [-1.17, 1.43, -0.54], [2.02, 1.24, 0.89], [-0.88, 0.99, 0.55], [2.31, -1.00, 0.32], [-1.40, 2.33, -2.47], [1.26, 1.77, 1.17], [-1.75, 1.11, 1.25]]}

=====

#two
{"formula": "C2H3N3O", "method": "ωB97M-V/def2-TZVPD", "orbital_gap_ev": 9.48, "total_charge": 0, "spin_multiplicity": 1, "mol_weight_da": 85.07, "symbols": ["N", "C", "C", "N", "N", "O", "H", "H", "H"], "xyz": [[-1.43, 0.04, 0.30], [-0.36, -0.70, -0.14], [0.89, 0.03, -0.47], [1.51, 0.80, 0.38], [2.11, 1.46, 1.09], [-0.43, -1.91, -0.29], [-2.31, -0.46, 0.33], [-1.47, 1.03, 0.10], [1.48, -0.29, -1.31]]}

=====

Least stable = #one

=====

#one
{"formula": "C2H3N3O", "method": "ωB97M-V/def2-TZVPD", "orbital_gap_ev": 10.85, "total_charge": 0, "spin_multiplicity": 1, "mol_weight_da": 85.07, "smiles": "N#CNC(N)=O", "symbols": ["N", "C", "N", "C", "O", "N", "H", "H", "H"], "xyz": [[0.44, 0.49, -0.13], [-0.17, -0.64, 0.15], [-1.64, 0.09, 0.09], [2.05, 0.38, -0.11], [0.00, -1.81, 0.10], [3.20, 0.46, -0.08], [0.26, 1.32, 0.41], [-2.25, -0.66, 0.42], [-1.88, 0.38, -0.85]]}

=====

#two
{"formula": "C2H3N3O", "method": "ωB97M-V/def2-TZVPD", "orbital_gap_ev": 10.13, "total_charge": 0, "spin_multiplicity": 1, "mol_weight_da": 85.07, "symbols": ["N", "C", "N", "O", "N", "C", "H", "H", "H"], "xyz": [[0.33, 1.59, -0.34], [0.07, 0.29, 0.05], [0.44, -0.17, 1.21], [0.13, -1.49, 1.24], [-0.57, -1.81, 0.08], [-0.63, -0.74, -0.73], [0.70, 2.18, 0.39], [-0.42, 2.02, -0.87], [-0.04, -1.87, -1.03]]}

=====

Least stable = #two

=====

#one
{"formula": "C2H3N3O", "method": "ωB97M-V/def2-TZVPD", "orbital_gap_ev": 11.18, "total_charge": 0, "spin_multiplicity": 1, "mol_weight_da": 85.07, "symbols": ["C", "C", "N", "N", "N", "O", "H", "H", "H"], "xyz": [[1.15, 0.38, -0.02], [-0.15, 0.11, 0.13], [-0.88, 1.11, -0.30], [-0.18, 2.00, -0.72], [-0.74, -1.54, 0.83], [1.16, 1.58, -0.65], [1.98, -0.30, 0.01], [-0.53, -2.03, 0.00], [-1.81, -1.30, 0.72]]}

=====

#two
{"formula": "C2H3N3O", "method": "ωB97M-V/def2-TZVPD", "orbital_gap_ev": 10.14, "total_charge": 0, "spin_multiplicity": 1, "mol_weight_da": 85.07, "smiles": "C1=NN1.C1=NO1", "symbols": ["C", "C", "N", "N", "N", "O", "H", "H", "H"], "xyz": [[1.45, 0.84, 0.10], [-2.40, -0.91, -0.02], [1.62, -0.36, 0.29], [2.77, 0.58, 0.65], [-2.07, 0.23, -0.29], [-3.41, -0.42, -0.85], [0.67, 1.47, -0.25], [-2.16, -1.87, 0.27], [3.55, 0.44, 0.10]]}

=====

Least stable = #two

=====

#one
{"formula": "C2H3N3O", "method": "ωB97M-V/def2-TZVPD", "orbital_gap_ev": [8.01, 9.37], "total_charge": 0, "spin_multiplicity": 1, "mol_weight_da": 85.07, "symbols": ["O", "C", "N", "N", "N", "C", "H", "H", "H"], "xyz": [[0.55, -1.56, -1.30], [0.49, -0.39, -0.58], [1.20, 0.63, -0.57], [-0.41, 1.76, 0.81], [-0.94, 0.64, 0.98], [-0.73, -0.42, 0.34], [1.31, -1.50, -1.90], [-0.06, 2.09, 1.73], [-1.41, -1.25, 0.50]]}

=====

#two
{"formula": "C2H3N3O", "method": "ωB97M-V/def2-TZVPD", "orbital_gap_ev": [8.52, 8.52], "total_charge": 0, "spin_multiplicity": 1, "mol_weight_da": 85.07, "symbols": ["N", "C", "C", "O", "N", "N", "H", "H", "H"], "xyz": [[1.71, -0.39, -0.03], [1.05, -1.43, -0.57], [-0.86, 1.41, 0.12], [-1.89, 0.71, 0.23], [-2.73, -0.13, 0.35], [0.53, -2.35, -1.06], [2.24, -0.68, 0.78], [1.10, 0.41, 0.14], [-1.16, 2.46, 0.04]]}

=====

Least stable = #two

=====

#one
{"formula": "C2H3N3O", "method": "ωB97M-V/def2-TZVPD", "orbital_gap_ev": 9.68, "total_charge": 0, "spin_multiplicity": 1, "mol_weight_da": 85.07, "smiles": "Nc1nnco1", "symbols": ["C", "C", "H", "H", "H", "N", "N", "N", "O"], "xyz": [[-0.05, 0.43, -0.08], [0.70, -1.49, 0.37], [-1.85, 0.92, -0.97], [-0.95, 2.34, -0.27], [0.74, -2.55, 0.50], [-1.01, 1.32, -0.45], [1.17, 0.59, 0.36], [1.65, -0.67, 0.67], [-0.41, -0.90, -0.13]]}

=====

#two
{"formula": "C2H3N3O", "method": "ωB97M-V/def2-TZVPD", "orbital_gap_ev": 9.01, "total_charge": 0, "spin_multiplicity": 1, "mol_weight_da": 85.07, "symbols": ["C", "C", "N", "N", "N", "O", "H", "H", "H"], "xyz": [[1.94, -0.20, -0.21], [-1.49, 0.06, -0.30], [2.69, 0.11, -1.03], [1.09, -0.52, 0.75], [-0.37, 0.59, 0.28], [-1.72, -0.90, -1.00], [-2.15, 0.97, -0.16], [0.65, -1.48, 0.81], [-0.65, 1.38, 0.86]]}

=====

Least stable = #two

=====

#one
{"formula": "CH3NS", "method": "ωB97M-V/def2-TZVPD", "orbital_gap_ev": 9.39, "total_charge": 0, "spin_multiplicity": 1, "mol_weight_da": 61.11, "smiles": "NC=S", "symbols": ["C", "H", "H", "H", "N", "S"], "xyz": [[-0.48, 0.37, -0.01], [0.56, -1.36, -0.01], [1.55, 0.11, 0.01], [-0.28, 1.44, 0.00], [0.65, -0.35, 0.00], [-2.01, -0.21, 0.00]]}

=====

#two
{"formula": "CH3NS", "method": "ωB97M-V/def2-TZVPD", "orbital_gap_ev": 9.48, "total_charge": 0, "spin_multiplicity": 1, "mol_weight_da": 61.11, "smiles": "NC=S", "symbols": ["C", "N", "S", "H", "H", "H"], "xyz": [[-0.29, 0.52, -0.21], [0.27, -0.55, 0.35], [-1.00, 0.61, -1.65], [-0.13, 1.38, 0.54], [0.79, -0.58, 1.15], [0.35, -1.39, -0.17]]}

=====

Least stable = #two

=====

#one
{"formula": "F4N2O8S4Sn", "method": "ωB97M-V/def2-TZVPD", "orbital_gap_ev": 5.35, "total_charge": 0, "spin_multiplicity": 1, "mol_weight_da": 478.98, "symbols": ["Sn", "N", "S", "O", "O", "F", "S", "O", "O", "F", "N", "S", "O", "O", "F", "S", "O", "O", "F"], "xyz": [[1.27, 19.49, -19.12], [0.22, 21.41, -21.05], [-0.35, 22.81, -20.87], [-1.72, 22.90, -20.42], [0.08, 23.85, -21.75], [0.40, 23.08, -19.44], [-0.67, 21.09, -22.50], [0.01, 21.43, -23.74], [-2.10, 21.05, -22.44], [-0.50, 19.51, -22.62], [1.44, 17.78, -21.41], [0.83, 16.09, -21.39], [1.61, 14.95, -20.92], [-0.19, 15.80, -22.48], [-0.09, 16.40, -20.14], [2.31, 17.50, -22.73], [1.76, 17.80, -24.04], [3.39, 16.52, -22.70], [3.13, 18.79, -22.56]]}

=====

#two
{"formula": "F4N2O8S4Sn", "method": "ωB97M-V/def2-TZVPD", "orbital_gap_ev": 1.93, "total_charge": 0, "spin_multiplicity": 1, "mol_weight_da": 478.98, "symbols": ["Sn", "N", "S", "O", "O", "F", "S", "O", "O", "F", "N", "S", "O", "O", "F", "S", "O", "O", "F"], "xyz": [[-3.14, 3.11, 1.46], [-2.50, -2.34, 1.87], [-3.00, -3.38, 2.86], [-2.38, -3.40, 4.21], [-3.60, -4.62, 2.35], [-4.28, -2.44, 3.26], [-1.17, -3.18, 1.40], [-1.26, -4.39, 0.68], [-0.04, -3.00, 2.28], [-0.73, -2.26, 0.11], [1.55, 3.06, -1.78], [3.12, 2.62, -1.39], [4.04, 3.72, -1.11], [3.60, 1.38, -1.89], [2.76, 2.07, 0.07], [1.86, 3.10, -3.19], [1.67, 1.91, -4.02], [2.94, 3.96, -3.65], [0.55, 4.07, -3.52]]}

=====

Least stable = #two